Model one:
Density functional theory data (wB97M-V/def2-TZVPD) for a cluster of 2 separate species, H2INS in total.

CARTESIAN COORDINATES (ANGSTROEM)
H: -0.12820 0.54034 1.61540
S: -0.82431 -1.42049 -0.48335
N: 0.38464 0.80719 0.77239
I: 0.66383 -1.51901 -2.25268
H: -0.09596 1.59197 0.34824

Output
Gap between HOMO and LUMO (spin up / spin down), Ha: 0.2253 / 0.2250
Charge: 0
Highest occupied orbital energy (spin up / spin down), eV: -8.948 / -8.954
Molar mass, g/mol: 175.0
LUMO (spin up / spin down), eV: -2.817 / -2.832

***

Model two:
Density functional theory data (wB97M-V/def2-TZVPD) for a structure of composition H2INS.

CARTESIAN COORDINATES (ANGSTROEM)
H: 0.94891 -0.56580 0.90382
I: 0.90315 2.34381 -0.26431
H: -0.88624 0.15763 -1.19656
N: -0.06603 0.88217 0.76380
S: -1.41114 0.15048 0.20876

Output
Gap between HOMO and LUMO (spin up / spin down), Ha: 0.2779 / 0.2773
Charge: 0
Highest occupied orbital energy (spin up / spin down), eV: -8.735 / -8.939
Molar mass, g/mol: 175.0
LUMO (spin up / spin down), eV: -1.174 / -1.394

***

Most stable pick: model one. Distance to second place: 0.0567 hartree.

***

Model one:
Density functional theory data (wB97M-V/def2-TZVPD) for a cluster of 2 separate species, C7H11N2S2 in total.

CARTESIAN COORDINATES (ANGSTROEM)
N: -1.59827 -2.72453 -0.89585
N: -0.84268 -0.34765 1.68434
C: -0.81250 2.68267 -0.29522
C: 1.33303 1.60830 -0.57583
H: -1.42294 3.51001 -0.50652
H: -1.60278 -3.66044 -0.42276
H: -1.34413 -2.77454 -1.85592
H: -1.76590 -0.11155 1.95123
H: 2.22846 1.43008 -1.26493
C: -0.31495 0.60153 0.81762
C: 0.55179 2.69708 -0.73459
H: 4.00907 -1.45098 0.03811
H: 0.69195 3.48398 -1.46356
C: 1.88855 -0.68049 0.26439
S: 1.18200 -2.20036 0.08393
H: -2.11479 1.58842 1.13880
H: -0.63968 -2.18585 -0.28797
H: -2.50592 -2.32486 -0.79541
C: 0.96108 0.49101 0.16446
S: 3.52116 -0.32093 0.33506
H: -0.19431 -0.95070 2.11652
C: -1.20823 1.63980 0.50410

Output
Gap between HOMO and LUMO, Ha: 0.2600
Charge: +1
Highest occupied orbital energy, eV: -11.474
Molar mass, g/mol: 187.3
LUMO, eV: -4.399

***

Model two:
Density functional theory data (wB97M-V/def2-TZVPD) for a cluster of 2 separate species, C7H11N2S2 in total.

CARTESIAN COORDINATES (ANGSTROEM)
C: 0.65048 -2.54481 -1.51348
C: 0.17539 -0.66087 0.24514
H: -0.81856 1.70069 -0.88086
H: 0.91592 -3.30535 -2.17617
H: -2.10998 0.54965 -1.12037
H: 0.85990 1.56735 3.81957
H: -1.03632 0.95560 -2.37519
C: -0.05539 1.36344 1.46092
H: 1.72484 -3.67220 0.01373
C: 0.88288 -1.71649 0.68600
H: 0.91639 2.34552 -0.19137
S: -1.60339 1.26900 2.19636
H: -0.32344 3.23287 0.48348
H: 1.04583 -1.75903 1.80232
S: 1.36998 1.26415 2.49289
N: 0.01445 2.18950 0.30452
C: -0.41551 -0.42624 -0.97902
H: -0.28693 -1.46973 -2.98178
H: -1.82479 2.52026 2.26543
C: 1.21639 -2.73394 -0.23155
C: -0.12732 -1.43615 -1.94781
N: -1.17083 0.76679 -1.37275

Output
Gap between HOMO and LUMO (spin up / spin down), Ha: 0.2983 / 0.2982
Charge: +1
Highest occupied orbital energy (spin up / spin down), eV: -11.951 / -11.949
Molar mass, g/mol: 187.3
LUMO (spin up / spin down), eV: -3.834 / -3.833

***

Most stable pick: model one. Distance to second place: 0.1132 hartree.

***

Model one:
Density functional theory data (wB97M-V/def2-TZVPD) for the ion C9H14N3 with charge +1.

CARTESIAN COORDINATES (ANGSTROEM)
H: 1.96370 -2.15370 -1.79569
H: -1.77791 2.87398 -0.53182
H: 0.49086 -0.97153 3.27312
H: 1.63156 0.11098 1.02317
C: 0.05894 0.06471 3.01351
H: -0.98606 0.67456 -3.15716
C: 0.31861 -1.03488 -2.97147
H: 0.80107 0.95105 2.99071
C: -1.10563 -1.22579 1.08401
H: 2.67355 -1.21090 0.48889
H: -0.94793 2.58669 -1.98330
H: 0.11624 -1.51177 -3.91787
C: 0.11420 0.45389 -1.24478
C: -0.29519 0.11675 -2.59327
C: -0.48398 1.35747 -0.44106
N: -0.53651 1.20951 0.95804
H: -0.81640 -2.19984 1.55639
H: -0.73309 0.02412 3.68420
H: -0.92625 -1.46987 0.10626
H: -2.18489 -1.01917 1.21538
H: -0.26681 2.10237 1.29837
C: 1.86186 -0.48308 0.18865
N: 1.18987 -0.46833 -0.95397
C: 1.28028 -1.39764 -1.96276
C: -0.50635 0.05624 1.66887
N: -0.93375 2.56417 -0.99641

Output
Gap between HOMO and LUMO (spin up / spin down), Ha: 0.2562 / 0.1976
Charge: +1
Highest occupied orbital energy (spin up / spin down), eV: -11.330 / -10.210
Molar mass, g/mol: 164.2
LUMO (spin up / spin down), eV: -4.358 / -4.833

***

Model two:
Density functional theory data (wB97M-V/def2-TZVPD) for the ion C9H14N3 with charge +1.

CARTESIAN COORDINATES (ANGSTROEM)
H: 0.16913 -0.41104 -1.97223
H: 1.46462 -1.24689 0.87700
H: 0.10904 1.76066 -0.93032
C: -2.07332 -2.49460 1.36971
C: 0.23293 0.89839 -0.24471
H: -3.72725 -0.25900 -0.29545
H: -1.86731 1.19281 -1.24650
C: -2.23881 -1.52722 0.47463
C: 2.01786 -0.51321 0.37083
C: 2.81069 1.35221 -0.37506
C: -1.70357 0.06657 -1.22073
N: -0.42249 1.36994 0.98355
H: -0.42753 0.65353 1.73892
N: 3.26589 -0.71003 0.22796
H: -1.97463 -3.53444 1.14152
C: -0.30711 -0.32645 -1.03465
H: 4.79106 0.72890 -0.48966
C: -2.74072 -0.64168 -0.31086
H: -0.24111 -1.27499 -0.40289
H: -0.14509 2.30286 1.40224
H: -1.82005 -2.23844 2.33768
H: -2.08242 -0.24004 -2.25166
H: 2.89254 2.45702 -0.65809
H: -1.43419 1.45523 0.74142
C: 3.82191 0.43523 -0.25922
N: 1.62993 0.74467 0.02658

Output
Gap between HOMO and LUMO, Ha: 0.3194
Charge: +1
Highest occupied orbital energy, eV: -12.417
Molar mass, g/mol: 164.2
SMILES string: C=C=CCC[C@@H]([NH3+])n1ccnc1
LUMO, eV: -3.726

***

Most stable pick: model two. Distance to second place: 0.0089 hartree.

***

Model one:
Density functional theory data (wB97M-V/def2-TZVPD) for the molecule C8H12S.

CARTESIAN COORDINATES (ANGSTROEM)
C: 0.14705 0.23122 -0.13351
C: 1.31810 0.24668 -1.11509
H: -1.16897 1.12203 -1.71592
H: 0.98078 2.32659 -0.31742
C: 1.83841 -0.32200 -2.17767
H: 0.48421 -0.03334 2.96477
H: 2.73490 0.00239 -2.55330
C: -0.32166 -0.52775 2.40123
H: -1.07016 0.29668 2.47671
H: 0.87118 -1.67756 0.98879
H: -1.55890 1.35412 -0.04678
C: -1.18355 0.58488 -0.64825
C: 1.29844 1.30046 -0.09228
H: -3.08376 -0.34948 -0.11077
C: 0.00672 -1.02566 0.94392
C: -2.23267 -0.56558 -0.64364
S: -1.27742 -1.98714 0.13556
H: -2.59768 -0.99481 -1.66712
H: 1.27035 -1.18847 -2.49849
H: -0.70224 -1.32564 3.13897
H: 2.00530 1.21781 0.78026

Output
Gap between HOMO and LUMO, Ha: 0.3432
Charge: 0
Highest occupied orbital energy, eV: -8.458
Molar mass, g/mol: 140.3
SMILES string: C=C1C[C@@]12CCS[C@@H]2C
LUMO, eV: 0.881

***

Model two:
Density functional theory data (wB97M-V/def2-TZVPD) for a structure of composition C8H12S.

CARTESIAN COORDINATES (ANGSTROEM)
H: -1.77307 0.08809 2.76707
H: 2.72921 -0.79554 -1.10490
C: 1.82500 -0.59596 -1.67431
S: 0.71598 -0.49865 1.08737
C: 1.78498 1.72395 -0.60696
H: -1.22021 -2.38857 -0.01315
C: -1.78706 0.53949 1.77763
H: -2.82165 0.70994 1.48000
H: 1.13235 2.42697 -0.09243
C: -0.31359 0.71983 -1.54405
H: 2.09879 -0.28151 -2.68270
C: 1.03219 0.50263 -1.03537
C: -1.75500 -1.75548 0.69245
H: 2.17370 2.21009 -1.50428
H: -2.78742 -1.65287 0.36065
H: -1.74232 -2.23508 1.66927
H: -1.27364 1.49776 1.82380
C: -0.77690 0.21645 -0.48168
H: 1.24201 -1.50988 -1.75000
H: 2.61689 1.46455 0.04511
C: -1.10023 -0.38620 0.78647

Output
Gap between HOMO and LUMO, Ha: 0.3276
Charge: 0
Highest occupied orbital energy, eV: -8.538
Molar mass, g/mol: 140.3
LUMO, eV: 0.377

***

Most stable pick: model one. Distance to second place: 0.0441 hartree.